(1)
285
Properties=species:S:1:pos:R:3:lowdin_charge:R:1 method="wB97M-V/def2-TZVPD" max_force_ev_per_a=7.4 multiplicity=2 orbital_gap_ev="6.7 / 3.0" total_charge=+6 molar_mass_g_mol=1978.57 s2=0.761 e_homo_ev="-17.2 / -17.2"
O 5.264 -0.568 -4.532 -0.316
C -3.930 2.028 4.810 -0.149
H -2.025 -1.811 3.396 0.091
H 3.666 1.570 -4.989 0.106
F -2.373 4.457 -1.054 0.111
C -4.277 1.836 6.289 -0.115
H -1.345 1.502 6.056 0.083
H 1.193 3.530 -1.398 0.076
H 1.698 -4.215 1.263 0.090
H 6.055 -1.961 4.375 0.089
C -6.789 -0.061 -0.678 -0.133
S -1.046 0.587 -0.459 0.732
H 1.361 9.799 5.251 0.102
H -3.299 -0.181 -2.975 0.090
H 1.162 1.079 -4.509 0.104
H -4.969 1.971 -3.505 0.140
C 4.854 -4.712 -1.360 -0.097
H 4.503 -6.349 -7.161 0.121
H -4.330 1.584 -2.000 0.121
C -3.210 -4.286 2.177 -0.176
H -2.621 2.209 9.376 0.131
H -0.007 9.257 7.102 0.111
H -3.363 -3.611 4.154 0.110
C -1.258 -4.427 3.763 -0.064
H -7.597 -0.039 -3.436 0.126
H -4.874 -0.884 -1.075 0.118
H 3.593 -0.117 3.779 0.081
H -2.572 -5.738 -6.947 0.121
H 3.644 3.001 1.408 0.081
H 1.539 9.313 9.248 0.135
C -1.937 -6.187 -6.183 -0.145
H -2.991 -0.274 9.184 0.106
F 2.229 -2.170 0.198 0.105
C 1.077 2.141 -4.278 -0.056
H 2.131 -7.966 -4.617 0.139
H -0.368 2.764 -5.883 0.124
H -1.257 -3.670 -3.857 0.104
H 5.302 -6.104 -3.630 0.093
H -1.723 3.469 7.710 0.121
H 3.549 -5.346 -5.054 0.109
H 3.184 4.203 -2.373 0.126
H 2.345 4.791 -3.847 0.123
H -4.037 -0.088 -4.573 0.123
H -8.303 -1.231 -6.203 0.102
H -3.378 4.160 7.493 0.137
H -0.356 7.289 5.906 0.108
C 3.856 1.967 1.682 0.055
H 3.996 -1.133 2.467 0.080
O -3.456 9.924 0.406 -0.205
C 2.799 8.919 7.570 -0.103
C -4.141 -7.365 -3.282 0.014
C -6.633 -1.550 -4.706 -0.249
H -6.831 -4.942 -6.782 0.075
H -4.392 2.560 8.940 0.137
H 3.791 1.884 -2.096 0.106
F -0.252 2.915 0.653 0.109
H 4.862 -1.070 5.409 0.075
H 0.395 2.155 -3.428 0.091
H 2.838 0.583 -2.760 0.078
H -0.521 -2.267 1.005 0.089
C 5.532 0.359 2.823 -0.099
H 0.626 7.054 2.937 0.094
N -3.038 7.333 -0.280 -0.077
H -5.235 -7.075 -6.827 0.119
N -3.620 -6.349 -4.321 -0.211
H -0.498 8.227 8.302 0.125
C 1.603 8.583 8.441 -0.190
C 1.011 -3.343 3.154 -0.100
H -4.452 -0.611 10.840 0.093
H 1.908 1.746 -1.865 0.055
F -0.550 10.422 0.448 0.193
O -0.642 -2.127 -1.558 -0.322
C 0.653 2.981 -5.569 -0.144
H -2.884 -2.320 1.482 0.085
N -0.535 -3.307 2.975 -0.212
H 2.004 8.851 3.907 0.114
S 3.551 -1.326 -7.155 0.731
H 3.468 3.960 3.556 0.069
H 1.758 1.889 -6.932 0.107
H -1.997 4.929 5.299 0.086
H -6.565 0.607 -4.628 0.143
C -7.991 -1.839 -5.354 -0.055
H 6.553 2.296 0.911 0.141
H 1.029 3.897 3.092 0.071
C -4.406 0.459 10.637 -0.081
H 1.810 4.983 1.981 0.066
C -3.497 1.959 8.778 -0.059
H 2.727 9.847 7.003 0.109
C 4.851 2.347 4.008 -0.100
H 1.397 3.442 -7.465 0.125
H -5.331 1.033 10.698 0.095
N 0.580 -0.076 -0.732 -0.285
F 0.052 8.400 0.915 0.143
O 0.679 -0.815 -3.082 -0.287
C -1.927 -4.281 -4.462 -0.152
H 1.378 -2.370 2.828 0.117
C -5.767 -0.745 -1.684 -0.093
O -2.591 8.567 2.197 -0.293
F -0.018 1.264 1.908 0.124
H -7.375 1.995 -2.290 0.125
S 4.936 -1.889 -5.043 0.476
H 4.535 2.996 -4.413 0.140
H -3.263 -7.916 -5.785 0.137
C -6.958 -5.988 -6.505 -0.100
H 4.655 -3.926 -2.089 0.054
H -3.734 0.825 11.413 0.091
H 3.847 7.720 5.866 0.123
H 0.242 4.288 -2.668 0.108
C -0.889 -3.223 1.378 -0.024
F 6.981 -2.488 -3.418 0.080
H -5.800 1.577 0.270 0.101
C -2.802 -4.394 3.643 -0.151
H 2.348 -6.130 -5.853 0.108
H -4.812 0.910 6.502 0.129
C 1.295 5.663 -1.343 -0.063
C 6.444 -2.923 -4.615 -0.644
C 4.230 -7.048 -6.370 -0.150
C -3.800 0.453 9.255 -0.235
H -6.320 -2.379 -4.072 0.100
H -0.857 -2.074 4.735 0.107
C -2.731 -7.140 -5.236 -0.119
H -7.485 1.831 0.010 0.124
C -2.439 -3.287 1.248 -0.156
C 4.291 -6.093 -1.692 -0.201
H 0.338 5.831 -0.849 0.060
C -5.255 1.492 -2.569 -0.108
H -3.452 -4.599 -2.866 0.109
C 4.451 3.817 4.003 -0.157
H -0.237 6.023 4.050 0.090
H 5.921 -4.787 -1.147 0.095
C 3.571 2.632 -4.767 -0.078
C 2.062 -2.189 -1.119 -0.592
H 3.796 -7.919 -6.859 0.125
C 0.942 4.882 2.633 -0.088
S -2.659 8.761 0.740 0.765
H 1.553 6.484 -2.012 0.093
H -0.318 -4.056 0.969 0.118
H 4.113 1.350 0.821 0.106
C 3.296 -6.359 -5.367 -0.182
C 1.258 8.863 4.702 0.054
C 3.228 -4.368 2.667 -0.098
C 0.339 8.361 7.617 -0.153
F 7.404 -2.662 -5.493 0.139
C 3.110 3.434 -5.999 -0.118
C 2.871 -7.248 -4.265 -0.127
H -6.688 -0.635 0.243 0.117
H 6.118 -8.078 -6.433 0.137
N 5.143 1.836 2.574 -0.227
C 4.438 -0.642 3.334 -0.183
O -4.622 6.380 1.425 -0.169
H -7.943 -2.874 -5.692 0.066
C -6.662 -0.246 -3.957 -0.091
H -3.446 -7.788 -2.558 0.105
H 4.343 -6.601 -0.730 0.108
C -4.160 -0.491 -3.567 0.020
C -5.800 -6.715 -5.967 -0.235
H 4.088 1.732 4.486 0.117
H -3.161 -5.228 1.630 0.112
H 0.614 3.994 -5.169 0.098
S -3.332 6.236 0.773 0.570
H 7.124 2.418 2.532 0.138
H -4.204 4.232 4.626 0.119
H 6.035 -6.813 -5.257 0.098
C -0.853 1.787 1.042 -0.634
H 4.338 4.192 5.020 0.117
H -4.438 -4.968 -5.607 0.120
C 5.021 -6.830 -2.867 -0.067
H 6.398 4.703 3.863 0.119
F 3.126 -1.503 -1.644 0.103
H 5.761 0.221 1.766 0.122
F -1.993 2.159 1.675 0.125
N 4.107 -7.856 -3.562 -0.210
H 4.228 -9.530 -2.069 0.115
H 3.606 -3.351 2.561 0.051
C 1.794 -4.383 2.336 -0.244
C -0.983 -2.000 3.655 0.003
C 3.530 -8.852 -2.559 0.006
H -5.485 -5.323 -4.304 0.118
C 0.699 6.125 3.503 -0.210
H 6.892 4.688 1.539 0.132
H 3.479 -4.754 3.655 0.105
C -2.595 3.539 7.059 -0.052
H 2.041 5.442 -0.580 0.064
C 1.752 2.919 -6.577 -0.178
H 4.379 -4.258 -0.491 0.046
O -2.047 -0.342 0.028 -0.327
H 5.690 2.061 4.642 0.147
C 2.519 -3.076 -7.318 -0.605
C -1.936 1.114 6.885 0.041
H 5.980 -7.297 -2.644 0.150
H -0.786 -4.379 4.744 0.133
H -0.601 -4.451 -6.064 0.113
H 1.685 7.577 8.851 0.116
H -5.968 -1.309 -5.536 0.115
H 5.300 5.785 3.188 0.110
F -3.868 3.674 0.455 0.144
O 3.701 -0.815 -8.497 -0.260
C 2.915 7.760 6.429 -0.066
H 2.933 1.616 2.144 0.094
N 1.678 7.596 5.507 -0.210
H -4.835 1.866 4.224 0.122
C -4.902 -5.807 -5.089 -0.088
H 6.519 0.252 3.273 0.142
C -2.801 -5.163 -3.533 -0.042
C 1.813 6.333 4.536 -0.104
F 6.258 -4.227 -4.608 0.134
H 4.492 -9.439 -5.085 0.138
H -3.289 1.214 4.471 0.095
H -0.906 -5.298 3.210 0.136
H 2.999 4.508 -5.853 0.111
C -2.214 3.880 5.499 -0.106
C -1.110 -5.166 -5.417 -0.176
H -2.444 -3.432 -4.909 0.111
H 2.953 -9.597 -3.108 0.105
C 2.348 4.043 -3.055 -0.104
F 3.358 -4.070 -7.595 0.125
O -1.427 1.453 -1.606 -0.318
H 0.163 4.879 1.872 0.047
H -4.586 -8.198 -3.826 0.108
H -4.464 0.081 8.475 0.092
F -4.592 4.831 -1.084 0.173
C 5.033 -1.595 4.469 -0.057
H 3.236 -5.895 -1.880 0.086
C 1.185 4.343 -2.124 -0.258
H 0.663 6.254 7.045 0.127
H 5.183 4.346 1.124 0.092
C 6.263 2.643 1.903 -0.071
H 2.280 -6.709 -3.524 0.114
H 2.883 -8.344 -1.844 0.096
H 1.086 -3.405 4.240 0.135
H 0.208 8.802 4.418 0.106
S 0.493 -1.256 -1.682 0.507
H -5.011 2.552 6.658 0.140
O -2.205 5.929 1.642 -0.248
N -3.110 2.111 7.247 -0.248
F -0.575 8.991 -1.129 0.147
C -6.395 2.144 -1.836 -0.132
C 5.971 4.204 1.863 -0.122
C 5.025 -8.629 -4.587 -0.051
F 2.094 -3.496 -1.436 0.130
F 1.836 -3.470 -6.241 0.107
F 1.677 -2.926 -8.344 0.134
N 2.465 2.584 -3.671 -0.178
H 1.580 -5.389 2.697 0.126
C -6.589 1.435 -0.468 -0.179
H -2.014 -7.690 -4.627 0.133
H 5.808 -9.078 -3.976 0.134
C 0.535 7.206 6.530 -0.078
C -3.413 3.493 4.501 -0.131
H 3.750 -4.777 1.801 0.084
H -0.432 -1.133 3.289 0.088
H -7.627 -5.802 -5.665 0.087
C 5.496 4.715 3.253 -0.155
H -2.434 0.193 6.582 0.097
H 3.988 3.243 -6.615 0.131
H -1.351 0.938 7.787 0.105
H -1.294 3.482 5.073 0.082
C -3.534 4.669 -0.339 -0.631
H 3.690 9.024 8.189 0.128
H -4.812 -6.728 -2.706 0.100
H -3.175 3.532 3.438 0.080
H -7.361 -6.513 -7.371 0.107
H 2.960 6.751 6.840 0.111
H -6.173 3.206 -1.726 0.111
C 5.459 -7.633 -5.687 -0.153
O 2.745 -0.511 -6.288 -0.331
H -6.132 -7.576 -5.388 0.120
H -0.325 -5.736 -4.921 0.110
H -4.267 -4.022 2.155 0.117
N 5.042 -2.049 -6.496 -0.265
H 1.888 5.547 5.288 0.117
H -2.252 -5.650 -2.728 0.119
H -7.810 -0.190 -1.039 0.115
H -2.673 -3.434 0.194 0.110
H -4.104 -1.575 -3.473 0.094
N -5.447 0.016 -2.955 -0.224
H -8.656 -1.802 -4.491 0.086
H -3.305 -5.244 4.103 0.132
H 4.465 -2.511 4.627 0.052
H -1.304 -6.847 -6.776 0.126
O 3.878 -2.601 -4.290 -0.359
C -0.770 9.146 0.198 -0.602
H 2.697 6.424 3.905 0.122
H -5.951 -1.760 -2.038 0.118
C 2.801 1.636 -2.480 0.021

---

(2)
15
Properties=species:S:1:pos:R:3:lowdin_charge:R:1 method="wB97M-V/def2-TZVPD" max_force_ev_per_a=3.4 e_above_lowest_kj_mol=471.8 multiplicity=1 orbital_gap_ev="7.7 / 7.7" molar_mass_g_mol=117.10 e_homo_ev="-8.6 / -8.6"
H 0.301 -1.853 -0.573 0.113
O -0.347 1.592 1.087 0.045
O 0.225 0.591 -2.143 0.085
C -0.127 -0.871 1.301 -0.116
O 1.892 1.047 -0.715 0.076
H 1.781 -1.117 0.304 0.104
H 2.248 1.481 -1.510 0.131
H -1.800 0.621 -1.149 0.081
H -1.031 -1.454 1.435 0.105
C -0.573 0.548 0.478 -0.570
C 0.708 -1.224 0.209 0.083
C 0.685 0.528 -1.032 -0.457
N -1.767 0.187 -0.231 0.103
H 0.365 -0.580 2.222 0.112
H -2.560 0.505 0.318 0.104

---

What is the multiplicity in the first record? 2